This record from OMol25 describes a cluster of 11 separate species, C49H115N5O11 in total in a non-equilibrium geometry. The level of theory is the ωB97M-V functional and the def2-TZVPD basis.

Structure (ORCA input):
```
! RIJCOSX wB97M-V def2-TZVPD def2/J DEFGRID3
* xyz 0 1
C 15.0862 -7.5477 18.1424
C 15.5607 -8.3546 16.9028
C 16.8709 -7.7000 16.3969
C 15.9819 -9.7678 17.2796
C 14.8818 -10.8187 17.3899
C 13.9909 -10.8159 16.1007
C 13.4241 -9.4295 15.8782
C 12.9147 -9.4638 14.4123
C 12.2908 -9.2048 16.9053
N 14.5232 -8.4256 15.8365
O 13.9588 -7.1585 15.6817
H 14.2035 -8.0316 18.5607
H 15.8993 -7.6935 18.8534
H 14.9416 -6.4915 17.9151
H 17.2532 -8.2264 15.5224
H 16.9132 -6.6339 16.1740
H 17.5788 -7.8606 17.2100
H 16.8307 -10.1642 16.7223
H 16.3418 -9.6963 18.3060
H 15.3123 -11.8200 17.4039
H 14.2649 -10.7202 18.2831
H 13.1897 -11.5396 16.2503
H 14.6868 -11.1165 15.3175
H 12.3189 -8.5896 14.1498
H 12.3020 -10.3426 14.2113
H 13.6932 -9.5497 13.6543
H 11.7589 -10.1281 17.1350
H 11.6020 -8.4198 16.5932
H 12.6306 -8.8897 17.8919
H 14.2562 -6.9404 14.7953
C 16.3011 -12.5434 22.8603
C 16.0528 -11.1262 22.2622
C 14.7075 -11.2517 21.4120
C 15.7490 -10.0726 23.4026
C 16.9488 -9.6073 24.1615
C 17.8009 -8.9118 23.0998
C 18.2399 -9.8728 21.9758
C 18.6903 -8.8777 20.8609
C 19.3690 -10.9172 22.3510
N 17.0444 -10.4933 21.4481
O 17.3285 -11.2929 20.2817
H 17.2285 -12.5470 23.4331
H 15.4351 -12.8764 23.4322
H 16.4419 -13.1964 21.9990
H 13.9441 -11.4795 22.1560
H 14.5006 -10.3265 20.8742
H 14.6844 -12.0770 20.7005
H 15.3064 -9.1797 22.9609
H 15.0535 -10.5513 24.0920
H 16.5760 -8.9637 24.9583
H 17.5092 -10.4378 24.5908
H 18.7264 -8.5998 23.5837
H 17.3483 -7.9640 22.8083
H 17.8345 -8.2815 20.5442
H 19.1465 -9.3526 19.9923
H 19.4296 -8.2007 21.2890
H 19.2690 -11.7922 21.7087
H 19.1652 -11.1396 23.3984
H 20.3042 -10.3592 22.3983
H 16.8520 -10.8268 19.5909
C 20.8482 -14.3587 21.6374
C 21.9843 -15.3767 21.8068
C 21.6796 -16.6072 20.8921
C 23.2534 -14.6128 21.2726
C 24.5013 -15.4004 21.6476
C 24.6150 -15.7728 23.0690
C 23.4049 -16.4389 23.7000
C 23.3213 -17.9666 23.3259
C 23.5034 -16.3708 25.3302
N 22.2374 -15.6786 23.3300
O 21.1035 -16.1096 23.9580
H 21.0604 -13.4268 22.1615
H 20.6704 -13.9444 20.6450
H 19.8936 -14.7666 21.9698
H 22.5151 -17.0985 20.3935
H 21.1217 -17.3510 21.4609
H 21.0708 -16.3090 20.0386
H 23.1778 -14.5118 20.1899
H 23.3015 -13.6066 21.6888
H 24.6005 -16.2537 20.9766
H 25.4072 -14.8233 21.4621
H 25.0000 -14.9234 23.6331
H 25.4141 -16.5125 23.1180
H 22.3792 -18.4775 23.5251
H 24.1287 -18.4704 23.8573
H 23.4748 -18.0173 22.2480
H 22.7016 -16.7995 25.9314
H 23.4378 -15.3028 25.5379
H 24.4454 -16.7476 25.7285
H 20.9140 -16.9748 23.5876
C 13.5967 -16.2700 19.7258
C 14.9817 -16.2925 18.9997
C 14.8270 -15.3376 17.7451
C 16.0394 -15.6091 19.8787
C 17.4840 -15.5969 19.3577
C 17.8822 -17.0566 19.0983
C 16.8685 -17.8531 18.1615
C 17.0088 -17.4615 16.6467
C 17.2269 -19.3772 18.2906
N 15.5440 -17.6388 18.7403
O 14.6506 -18.6054 18.4304
H 13.3442 -15.3241 20.2051
H 12.7831 -16.6270 19.0943
H 13.6092 -16.9168 20.6031
H 15.6853 -14.9185 17.2198
H 14.2900 -15.8938 16.9768
H 14.2350 -14.4496 17.9668
H 15.9167 -14.5752 20.2014
H 16.0430 -16.0849 20.8594
H 17.6350 -14.9955 18.4612
H 18.1646 -15.0719 20.0280
H 18.0431 -17.4946 20.0834
H 18.8528 -17.0351 18.6026
H 17.1278 -16.3931 16.4665
H 16.1602 -17.7072 16.0082
H 17.9014 -17.8519 16.1578
H 18.2888 -19.5185 18.0894
H 16.5757 -19.9288 17.6126
H 17.1513 -19.7856 19.2984
H 14.3080 -18.2951 17.5890
C 21.4316 -11.9527 15.2926
C 20.8459 -10.9269 16.2524
C 20.0030 -9.8353 15.5319
C 19.8020 -11.5138 17.2049
C 20.3259 -12.3596 18.2969
C 21.4515 -11.5371 19.1458
C 22.4649 -10.8034 18.2396
C 22.9965 -9.6107 19.0177
C 23.5781 -11.7716 17.7661
N 21.9165 -10.2376 16.9880
O 22.7830 -9.3752 16.1762
H 20.6684 -12.5183 14.7580
H 22.0923 -11.4016 14.6235
H 21.9740 -12.7282 15.8336
H 20.4886 -9.3686 14.6748
H 19.1103 -10.3496 15.1759
H 19.6799 -8.8970 15.9828
H 19.2174 -10.7232 17.6753
H 19.0737 -12.0842 16.6284
H 19.5415 -12.7530 18.9435
H 20.7839 -13.2469 17.8599
H 22.0788 -12.2750 19.6460
H 20.9808 -10.8265 19.8251
H 23.8258 -9.1432 18.4869
H 23.2615 -9.7002 20.0712
H 22.2731 -8.8203 19.2181
H 24.3034 -11.8920 18.5709
H 24.2315 -11.4261 16.9650
H 23.3260 -12.8054 17.5301
H 23.2116 -10.0859 15.6937
C 26.4462 -13.7086 17.3773
O 27.4918 -12.7796 17.2548
H 26.2246 -13.7542 18.4435
H 25.5940 -13.3664 16.7901
H 26.7029 -14.7000 17.0039
H 27.1291 -11.9688 17.6188
C 19.9481 -6.0362 19.1087
O 21.2653 -5.7296 19.3494
H 19.3089 -5.7402 19.9405
H 19.5954 -5.6196 18.1653
H 20.0825 -7.1139 19.0156
H 21.7325 -6.0496 18.5742
C 20.8242 -15.6082 16.0346
O 21.5084 -15.9443 17.2107
H 20.4307 -14.5961 16.1288
H 21.4301 -15.6627 15.1301
H 19.9610 -16.2576 15.8885
H 22.0361 -16.6842 16.9014
C 20.0240 -5.8762 14.4240
O 21.3021 -6.3035 14.0520
H 19.1900 -6.5690 14.3115
H 20.1139 -5.6314 15.4823
H 19.7339 -4.8813 14.0862
H 21.2385 -6.4300 13.1025
O 26.3507 -10.3773 18.0110
H 26.7345 -9.7593 18.6331
H 26.0735 -9.8342 17.2732
O 21.9894 -6.8678 16.7762
H 21.8161 -6.7808 15.8389
H 22.0339 -7.8123 16.9254
*
```

Results
SMILES string = CC1(C)CCCC(C)(C)N1O.CC1(C)CCCC(C)(C)N1O.CC1(C)CCCC(C)(C)N1O.CC1(C)CCCC(C)(C)N1O.CC1(C)CCCC(C)(C)N1O.CO.CO.CO.CO.O.O
ΔE to the lowest compared entry with this formula, charge and spin = 3.0 kcal per mole
E_tot = -3036.9784 Eh
HOMO level = -8.2 eV
gap between HOMO and LUMO = 0.310 hartree
largest force on an atom = 3.42 eV/Å